21
Properties=species:S:1:pos:R:3:forces:R:3:mulliken_charge:R:1 method="wB97M-V/def2-TZVPD" e_tot_ev=-36352.4780 spin_multiplicity=1 fmax_ev_per_a=4.118 e_lumo_ev="-1.05 / -0.52" orbital_gap_ev="7.41 / 7.50" e_above_lowest_kcal_mol=58.2
C 1.14805 0.54607 0.71761 -1.286 0.881 -1.864 -1.7285
C 0.12740 -1.55588 1.57180 -3.631 -1.878 0.503 -1.4120
C 0.56558 -1.37349 -0.85817 1.975 2.331 -2.099 -1.6232
C -1.07515 1.76620 -2.08913 0.884 0.223 2.445 -1.0595
C 0.24147 -0.64129 0.41177 -1.287 0.062 0.253 1.4381
P -1.50812 -0.05108 0.00381 -0.567 2.836 -0.313 0.3597
S -3.08776 -1.22320 -0.20663 1.572 0.745 0.271 -0.3328
S -1.77848 1.47806 1.62381 -1.345 -2.160 0.274 -0.2893
H 1.01317 1.18978 -0.16889 0.198 0.354 0.381 0.3845
H 1.01805 1.16367 1.60917 -0.372 -0.642 -0.016 0.3550
H 2.13973 0.21921 0.63760 1.640 -0.639 0.160 0.5061
H -0.23983 -2.62538 1.15145 0.661 2.383 1.549 0.3025
H -0.61210 -1.09096 2.35404 1.168 -1.236 -1.284 0.2876
H 1.03974 -1.63370 2.07441 1.597 -0.464 0.685 0.4540
H 1.54300 -1.85263 -0.83227 0.436 0.253 0.214 0.4400
H -0.06919 -2.20986 -1.10455 -0.864 0.287 -0.231 0.4397
H 0.64814 -0.48121 -1.67113 -0.346 -2.595 1.240 0.2548
H -2.03799 2.19699 -2.04691 -1.127 -0.256 -0.329 0.3923
H -0.31571 2.54026 -1.93826 0.015 -0.456 0.365 0.2910
H -0.75088 0.98071 -2.69226 -0.184 -1.021 -1.217 0.4091
H -1.19199 2.51886 1.14179 0.865 0.994 -0.987 0.1308


18
Properties=species:S:1:pos:R:3:forces:R:3:mulliken_charge:R:1 method="wB97M-V/def2-TZVPD" e_tot_ev=-81766.0429 spin_multiplicity=1 fmax_ev_per_a=6.141 e_lumo_ev=0.68 orbital_gap_ev=9.64 e_above_lowest_kcal_mol=0.0
C 1.17350 -0.67368 0.27613 -1.235 3.139 0.690 -0.2577
C 2.51580 -0.74815 -0.06833 -1.766 -1.174 0.922 0.3658
C -0.65949 -2.37667 0.01103 -0.553 2.237 -5.304 -0.9212
C 0.11279 0.89678 0.89130 -1.122 -2.656 -5.422 -0.3960
N 2.80119 -2.01235 -0.47025 -0.169 0.529 -0.268 -0.3963
N 1.68954 -2.66572 -0.50635 -0.306 -0.649 -0.313 -0.5390
N 0.69100 -1.85846 -0.09255 0.132 0.067 0.772 0.6919
N 0.23268 1.76877 -1.36250 1.570 -3.337 3.579 -0.4787
N 0.50642 1.97959 0.04317 -1.614 -0.734 2.684 -0.2420
Br 3.73105 0.50691 0.40823 1.317 1.054 0.114 -0.1526
H -1.02272 -2.52617 0.94958 -0.667 -0.455 2.672 0.3255
H -1.43129 -1.65765 -0.61580 1.988 -1.582 1.722 0.2694
H -0.57741 -3.25350 -0.61104 -0.483 -0.681 0.273 0.3691
H -0.96811 0.57978 0.44104 2.505 0.461 1.974 0.2795
H 0.33584 0.98471 1.93421 -0.147 0.094 0.342 0.3242
H 0.23775 2.67544 -1.67998 0.556 2.094 -1.853 0.2530
H 1.03017 1.12315 -1.55478 -0.787 1.039 -1.409 0.2432
H 1.41414 2.23024 0.39754 0.780 0.554 -1.175 0.2619